[1]
{"formula": "C33H52CrN2O5PSSi", "method": "ωB97M-V/def2-TZVPD", "elements": ["Cr", "N", "C", "C", "C", "N", "H", "H", "H", "H", "H", "H", "H", "H", "H", "H", "S", "C", "C", "C", "C", "O", "Si", "O", "O", "C", "C", "C", "C", "O", "C", "C", "C", "C", "H", "H", "H", "H", "H", "H", "H", "H", "H", "H", "H", "H", "H", "H", "H", "H", "H", "H", "H", "H", "H", "H", "H", "H", "H", "H", "H", "O", "P", "C", "C", "C", "C", "C", "C", "C", "C", "C", "C", "C", "C", "C", "C", "C", "C", "C", "C", "H", "H", "H", "H", "H", "H", "H", "H", "H", "H", "H", "H", "H", "H", "H"], "coordinates": [[1.21, 1.59, -0.66], [3.38, 1.38, -0.80], [4.22, 0.98, 0.35], [4.00, 1.90, 1.54], [2.65, 1.71, 2.21], [1.56, 2.26, 1.38], [3.54, 0.74, -1.57], [3.66, 2.28, -1.15], [5.27, 0.99, 0.08], [3.95, -0.04, 0.63], [4.08, 2.94, 1.20], [4.79, 1.73, 2.27], [2.66, 2.19, 3.20], [2.46, 0.65, 2.36], [1.64, 3.27, 1.34], [0.66, 2.05, 1.79], [1.34, 2.73, -2.45], [-1.83, 2.49, 2.99], [-2.06, 0.98, 2.80], [-3.16, 0.52, 3.75], [-0.76, 0.22, 3.11], [-2.50, 0.68, 1.48], [-2.17, 1.33, -0.01], [-0.67, 1.83, -0.16], [-2.63, 0.05, -0.95], [-2.76, -0.11, -2.36], [-1.39, -0.19, -3.03], [-3.51, -1.42, -2.58], [-3.54, 1.05, -2.99], [-3.28, 2.49, -0.27], [-3.37, 3.89, -0.48], [-4.83, 4.19, -0.80], [-2.46, 4.32, -1.64], [-2.96, 4.65, 0.78], [-1.42, 2.69, 3.98], [-2.78, 3.01, 2.89], [-1.16, 2.87, 2.22], [-2.90, 0.76, 4.78], [-3.31, -0.56, 3.65], [-4.10, 1.02, 3.49], [-0.27, 0.63, 4.00], [-0.08, 0.29, 2.26], [-0.97, -0.83, 3.29], [-0.84, -1.05, -2.63], [-0.82, 0.72, -2.84], [-1.50, -0.32, -4.11], [-4.43, -1.42, -1.98], [-2.90, -2.26, -2.28], [-3.77, -1.54, -3.64], [-2.98, 1.97, -2.88], [-4.51, 1.16, -2.50], [-3.70, 0.86, -4.05], [-5.13, 3.64, -1.70], [-4.99, 5.26, -0.96], [-5.46, 3.85, 0.02], [-2.86, 3.98, -2.60], [-1.46, 3.90, -1.51], [-2.39, 5.41, -1.67], [-3.60, 4.36, 1.61], [-3.05, 5.72, 0.62], [-1.92, 4.42, 1.03], [1.42, -0.48, -0.06], [1.69, -1.94, -0.27], [0.23, -2.99, -0.11], [-0.83, -2.48, 0.63], [-1.95, -3.26, 0.88], [-2.01, -4.55, 0.39], [-0.97, -5.06, -0.37], [0.15, -4.29, -0.63], [2.46, -2.26, -1.87], [2.44, -1.24, -2.82], [2.99, -1.44, -4.07], [3.57, -2.66, -4.39], [3.58, -3.69, -3.45], [3.03, -3.49, -2.20], [2.81, -2.49, 1.04], [4.08, -3.03, 0.85], [4.85, -3.41, 1.95], [4.36, -3.24, 3.24], [3.10, -2.69, 3.43], [2.33, -2.32, 2.34], [-0.81, -1.46, 0.96], [-2.78, -2.82, 1.42], [-2.89, -5.17, 0.59], [-1.04, -6.06, -0.78], [0.95, -4.69, -1.24], [1.96, -0.29, -2.58], [2.97, -0.64, -4.80], [4.00, -2.82, -5.37], [4.02, -4.65, -3.70], [3.04, -4.30, -1.48], [4.49, -3.13, -0.14], [5.83, -3.83, 1.79], [4.96, -3.55, 4.08], [2.73, -2.54, 4.44], [1.34, -1.90, 2.49]], "charge": 0, "total_energy_ev": -104713.6903, "spin_multiplicity": 2, "homo_lumo_gap_ev": [6.78, 6.94], "homo_ha": [-0.2452, -0.2511]}



[2]
{"formula": "C3H5NO2S2", "method": "ωB97M-V/def2-TZVPD", "elements": ["C", "S", "C", "S", "C", "O", "N", "O", "H", "H", "H", "H", "H"], "coordinates": [[-2.66, 0.13, 0.17], [-1.19, -0.97, 0.19], [0.05, 0.00, -0.32], [-0.01, 1.56, -0.78], [1.29, -0.82, -0.41], [1.30, -1.96, -0.89], [2.42, -0.08, -0.33], [2.48, 0.63, 1.10], [-3.12, 0.10, -0.96], [-2.30, 1.11, 0.53], [-3.37, -0.33, 0.99], [3.14, -0.85, -0.08], [1.97, 1.47, 0.80]], "de_lowest_kcal_mol": 85.5, "smiles": "CSC(=S)C(=O)NO", "charge": 0, "total_energy_ev": -30444.4003, "spin_multiplicity": 1, "homo_lumo_gap_ev": 8.03, "homo_ha": -0.3364}



[3]
{"formula": "C2H5NO2Se", "method": "ωB97M-V/def2-TZVPD", "elements": ["O", "C", "O", "C", "Se", "H", "H", "N", "H", "H", "H"], "coordinates": [[0.59, -1.72, 2.70], [0.23, -0.75, 2.09], [-1.01, -0.27, 2.18], [1.14, -0.03, 1.17], [0.60, 1.10, -0.07], [-1.11, 0.51, 1.60], [2.16, -0.39, 1.17], [-0.50, 0.39, -2.49], [-1.48, 0.48, -2.26], [-0.26, 1.16, -3.11], [-0.35, -0.48, -2.98]], "de_lowest_kcal_mol": 6.0, "smiles": "O=C(O)C=[Se].N", "charge": 0, "total_energy_ev": -73085.5567, "spin_multiplicity": 1, "homo_lumo_gap_ev": 8.04, "homo_ha": -0.3376}